# 1
Formula: C5H5ClNO5
Source: OMol25
Level of theory: ωB97M-V with the def2-TZVPD basis set

The charge is -1. The calculation puts the orbital gap at 9.007 eV.

Each line ends with the Mulliken charge.
Atoms and positions in Å:
C 1.277 0.751 -0.523  0.49
C -2.008 -2.584 -0.114  0.79
C -1.011 -0.032 0.528  0.71
C 0.593 1.398 1.859  -1.12
C 0.835 0.141 -1.898  -0.34
N 0.224 0.779 0.535  0.07
O -1.329 -2.953 0.781  -0.47
O -1.184 -0.749 -0.431  -0.69
O 2.431 1.014 -0.247  -0.60
O -2.834 -2.715 -0.931  -0.47
O -1.728 0.253 1.481  -0.72
Cl 2.138 0.325 -3.089  -0.23
H 1.119 2.286 1.566  0.34
H -0.386 1.597 2.203  0.44
H 1.151 0.736 2.426  0.28
H 0.716 -0.953 -1.936  0.20
H -0.005 0.706 -2.209  0.32

***

# 2
Formula: C5H5ClO5
Source: OMol25
Level of theory: ωB97M-V with the def2-TZVPD basis set

The charge is -2. For the relative energy (zero: lowest compared OMol25 entry of this formula, charge and spin), the calculation gives 0.212 eV. The calculation puts the orbital gap at 6.970 eV.

Each line ends with the Mulliken charge.
Atoms and positions in Å:
C 1.601 0.697 1.092  0.63
C -1.894 -0.280 -0.160  0.23
C -0.193 0.674 -1.567  -1.66
C 0.845 -0.626 0.742  -0.24
C -0.457 -0.496 -0.594  1.12
O 1.552 0.939 2.339  -0.80
O -2.621 -1.267 -0.128  -0.74
O 2.369 1.167 0.237  -0.72
O -2.175 0.898 0.100  -0.73
O 0.198 -1.061 1.875  -0.60
Cl -0.383 -1.885 -1.555  -0.32
H -1.221 0.666 -2.080  0.46
H 0.672 0.481 -2.154  0.41
H -0.233 1.674 -1.092  0.23
H 1.587 -1.316 0.489  0.36
H 0.353 -0.266 2.457  0.39

***

# 3
Formula: C5H5ClOS
Source: OMol25
Level of theory: ωB97M-V with the def2-TZVPD basis set

The charge is 0. For the relative energy (zero: lowest compared OMol25 entry of this formula, charge and spin), the calculation gives 1.831 eV. The calculation puts the orbital gap at 9.749 eV.

Each line ends with the Mulliken charge.
Atoms and positions in Å:
C 0.586 1.138 -1.011  -0.61
C 0.056 0.008 -0.143  0.14
C -0.239 0.192 1.113  0.01
C -0.408 -1.168 1.782  0.06
C -0.274 -1.982 0.695  -0.40
H 0.466 2.133 -3.165  0.15
H 1.120 1.867 -0.331  0.33
H 1.410 0.668 -1.486  0.35
H -0.155 1.186 1.690  0.27
H -0.611 -2.860 0.381  0.52
O 0.009 -1.313 -0.493  -0.39
S -0.501 1.771 -2.146  -0.25
Cl -1.459 -1.640 3.115  -0.18

***

# 4
Formula: C5H5ClS
Source: OMol25
Level of theory: ωB97M-V with the def2-TZVPD basis set

The charge is 0. For the relative energy (zero: lowest compared OMol25 entry of this formula, charge and spin), the calculation gives 1.066 eV. The calculation puts the orbital gap at 8.060 eV.

Each line ends with the Mulliken charge.
Atoms and positions in Å:
C -0.679 0.135 -0.696  0.15
C -1.712 -0.698 -0.796  -0.61
C 0.518 0.082 0.181  0.70
C 1.729 -0.022 -0.324  -0.91
C 0.357 0.350 1.618  -0.36
H -2.558 -0.505 -1.504  0.25
H -1.710 -1.577 -0.141  0.26
H 1.886 -0.143 -1.350  0.31
H 2.599 -0.146 0.227  0.33
H 1.200 0.024 2.201  0.29
S -0.999 0.902 2.273  -0.21
Cl -0.631 1.598 -1.689  -0.20

***

# 5
Formula: C5H5F
Source: OMol25
Level of theory: ωB97M-V with the def2-TZVPD basis set

The charge is 0. For the relative energy (zero: lowest compared OMol25 entry of this formula, charge and spin), the calculation gives 6.202 eV. The calculation puts the orbital gap (alpha / beta) at 7.439 / 9.169 eV.

Each line ends with the Mulliken charge.
Atoms and positions in Å:
C -1.702 0.927 -0.099  0.09
C -3.025 0.775 0.140  -0.72
C 2.899 -0.822 -0.067  -0.53
C -0.560 0.619 -0.476  -0.16
C 2.362 0.362 0.048  0.18
F 2.947 1.521 0.078  -0.19
H -3.848 1.528 -0.106  0.25
H -3.205 -0.104 0.703  0.27
H 2.234 -1.745 -0.338  0.21
H 3.934 -0.933 0.254  0.29
H 0.479 0.705 -0.582  0.31

***

# 6
Formula: C5H5F4NO
Source: OMol25
Level of theory: ωB97M-V with the def2-TZVPD basis set

The charge is 0. For the relative energy (zero: lowest compared OMol25 entry of this formula, charge and spin), the calculation gives 4.442 eV. The calculation puts the orbital gap at 4.630 eV.

Each line ends with the Mulliken charge.
Atoms and positions in Å:
C -1.453 -1.147 0.541  0.81
C 0.392 0.034 -0.281  -1.20
C 2.452 0.573 1.132  -0.64
C 0.992 0.342 1.133  1.16
C -1.846 0.076 -1.410  -0.98
N -1.029 -0.324 -0.271  0.05
O -1.792 -1.898 1.325  -0.24
F 2.861 1.680 0.348  -0.25
F 2.960 -0.550 0.405  -0.26
F 0.680 -0.783 1.904  -0.31
F 0.325 1.336 1.704  -0.28
H 0.507 0.868 -0.874  0.61
H 1.127 -0.761 -0.597  0.39
H -1.217 0.066 -2.289  0.39
H -2.635 -0.622 -1.486  0.45
H -2.325 1.109 -1.286  0.29

***

# 7
Formula: C5H5F4O3S
Source: OMol25
Level of theory: ωB97M-V with the def2-TZVPD basis set

The charge is -1. For the relative energy (zero: lowest compared OMol25 entry of this formula, charge and spin), the calculation gives 1.524 eV. The calculation puts the orbital gap at 8.167 eV.

Each line ends with the Mulliken charge.
Atoms and positions in Å:
C 2.884 -1.450 -0.967  -0.94
C 1.913 -0.623 -0.687  0.04
C 0.536 -1.038 -0.098  -0.26
C -1.258 0.390 0.292  -0.02
C -2.434 1.148 -0.309  0.89
O -0.345 2.604 0.862  -0.56
O 0.583 0.853 2.316  -0.60
O -0.419 -0.147 -0.548  -0.20
F -2.398 -1.255 1.133  -0.71
F -3.348 0.367 -0.853  -0.22
F -2.040 2.035 -1.272  -0.25
F -3.129 1.975 0.641  -0.28
S -0.603 1.581 1.893  0.63
H 3.841 -1.189 -1.325  0.28
H 2.945 -2.579 -0.950  0.20
H 2.226 0.353 -0.799  0.34
H 0.562 -0.919 0.957  0.35
H 0.482 -2.106 -0.287  0.31

***

# 8
Formula: C5H5F5N2
Source: OMol25
Level of theory: ωB97M-V with the def2-TZVPD basis set

The charge is 0. For the relative energy (zero: lowest compared OMol25 entry of this formula, charge and spin), the calculation gives 0.067 eV. The calculation puts the orbital gap (alpha / beta) at 8.155 / 8.792 eV.

Each line ends with the Mulliken charge.
Atoms and positions in Å:
C 1.811 1.016 0.781  -0.17
C 0.850 0.394 1.769  -0.39
C 0.530 -0.969 1.145  -0.31
C -0.785 -0.385 -2.028  0.23
C -1.907 0.302 -1.253  0.92
N 1.992 0.208 -0.271  -0.34
N 1.326 -0.930 -0.044  -0.26
F -0.949 -1.632 -2.433  -0.22
F -0.272 0.350 -2.960  -0.21
F -2.456 -0.544 -0.357  -0.26
F -2.970 0.834 -1.895  -0.26
F -1.397 1.253 -0.483  -0.22
H 2.456 1.846 1.023  0.46
H 1.483 0.376 2.591  0.34
H -0.017 1.008 1.917  0.28
H 0.844 -1.917 1.607  0.32
H -0.539 -1.211 0.890  0.11

***

# 9
Formula: C5H5F5O2S
Source: OMol25
Level of theory: ωB97M-V with the def2-TZVPD basis set

The charge is 0. For the relative energy (zero: lowest compared OMol25 entry of this formula, charge and spin), the calculation gives 0.650 eV. The calculation puts the orbital gap (alpha / beta) at 7.476 / 9.568 eV.

Each line ends with the Mulliken charge.
Atoms and positions in Å:
C 0.099 -1.449 1.258  -1.13
C -0.343 0.923 1.928  0.03
C 0.531 -0.008 1.141  1.26
C -2.571 -0.455 0.482  0.40
C -0.784 2.262 1.622  -1.07
O -2.084 -2.189 2.353  -0.60
O -1.528 -2.882 0.034  -0.63
F -0.766 0.443 3.098  -0.28
F 1.849 0.137 1.519  -0.34
F 0.543 0.475 -0.154  -0.30
F -3.832 -0.535 0.880  -0.20
F -2.488 -0.184 -0.799  -0.19
S -1.597 -1.882 1.051  1.18
H 0.701 -2.112 0.626  0.46
H 0.343 -1.660 2.243  0.44
H -0.863 2.361 0.549  0.32
H -0.078 3.113 1.961  0.29
H -1.883 2.437 1.910  0.34

***

# 10
Formula: C5H5FS
Source: OMol25
Level of theory: ωB97M-V with the def2-TZVPD basis set

The charge is 0. For the relative energy (zero: lowest compared OMol25 entry of this formula, charge and spin), the calculation gives 3.034 eV. The calculation puts the orbital gap at 8.083 eV.

Each line ends with the Mulliken charge.
Atoms and positions in Å:
C 0.540 -0.991 -0.093  0.37
C 1.895 -1.029 -0.550  -0.80
C -0.341 0.287 0.129  0.95
C 0.075 1.460 0.111  -0.79
C -1.789 0.161 0.244  -0.56
H 2.489 -2.102 -0.270  0.22
H 2.154 -0.217 -1.133  0.34
H -0.836 2.218 0.190  0.14
H 0.978 2.039 0.200  0.36
H -2.364 1.087 0.713  0.20
F -0.015 -1.903 0.769  -0.23
S -2.786 -1.011 -0.309  -0.21

***

# 11
Formula: C5H5GaO
Source: OMol25
Level of theory: ωB97M-V with the def2-TZVPD basis set

The charge is +3. As for the expectation value of S²: 0.76. The calculation puts the orbital gap (alpha / beta) at 5.512 / 6.869 eV. Its multiplicity is 2.

Each line ends with the Mulliken spin population.
Atoms and positions in Å:
C -2.972 -1.025 0.618  0.07
C -2.251 -0.282 -0.166  0.36
C -2.021 1.099 -0.444  0.34
O -2.220 1.578 -1.587  0.10
Ga -3.212 1.317 -2.955  0.01
H -2.507 -1.831 1.197  0.05
H -4.064 -0.925 0.642  0.05
H -1.402 1.680 0.255  0.03
C -4.044 1.111 -4.675  0.00
C -4.609 0.988 -5.812  0.00
H -4.936 0.001 -6.174  0.00
H -4.813 1.879 -6.426  0.00

***

# 12
Formula: C5H5I2NO
Source: OMol25
Level of theory: ωB97M-V with the def2-TZVPD basis set

The charge is 0. For the relative energy (zero: lowest compared OMol25 entry of this formula, charge and spin), the calculation gives 0.764 eV. The calculation puts the orbital gap at 8.066 eV.

Each line ends with the Mulliken charge.
Atoms and positions in Å:
C 1.847 0.247 -1.353  -0.57
C 1.046 -0.426 -2.254  0.01
C 0.020 -0.139 -0.170  0.57
C -0.552 0.182 2.074  -1.28
C -1.133 -0.112 0.740  -0.44
N 1.143 0.354 -0.153  -0.28
O -0.096 -0.865 -1.812  -0.46
I -2.282 -1.889 0.414  0.21
I -2.450 1.676 0.433  0.17
H 2.688 0.908 -1.606  0.31
H 1.255 -0.657 -3.212  0.51
H -1.466 0.253 2.611  0.47
H -0.040 1.131 1.935  0.38
H 0.020 -0.663 2.354  0.40

***

Going through the records in order, we get M values of 194.55 180.54 148.61 132.61 84.09 171.09 221.15 188.10 224.15 116.16 150.82 348.91 g mol⁻¹.